Entry 1:
The following is a quantum chemistry calculation of C6H24MgN8O7 as an isolated structure, from the OMol25 dataset.

Properties
HOMO-LUMO gap (spin up / spin down) in eV: 2.26 / 6.33
HOMO level (spin up / spin down) in eV: 0.112 / -3.852
E_LUMO (spin up / spin down) in eV: 2.37 / 2.48
⟨S²⟩: 0.7503

ORCA input file:
```
! RIJCOSX wB97M-V def2-TZVPD def2/J DEFGRID3
* xyz -1 2
Mg 0.16 0.06 0.66
C -1.11 0.90 -2.06
O -0.99 0.98 -0.66
H -2.18 0.80 -2.24
H -0.60 1.75 -2.51
H -0.51 0.11 -2.50
C -1.78 0.06 3.19
O -1.07 -0.55 2.13
H -2.84 0.17 2.94
H -1.68 -0.63 4.02
H -1.46 1.08 3.43
C 0.54 -2.71 -1.02
O 0.35 -1.77 -0.28
N 1.25 -3.71 -0.70
N 0.31 -2.71 -2.28
H 1.30 -4.41 -1.43
H 1.79 -3.86 0.14
H 0.48 -3.52 -2.86
H -0.01 -1.85 -2.70
C -4.24 -1.91 -0.10
O -5.03 -2.82 0.06
N -4.57 -0.81 -0.76
N -2.92 -2.01 0.10
H -5.52 -0.86 -1.12
H -3.89 -0.08 -0.92
H -2.71 -2.68 0.83
H -2.32 -1.20 0.03
C 1.03 3.03 1.74
O 0.58 1.85 1.70
N 0.32 4.11 1.74
N 2.28 3.30 2.03
H 0.78 4.97 1.47
H -0.68 4.03 1.71
H 2.94 2.57 2.27
H 2.58 4.26 2.00
C 2.60 0.68 -1.42
O 1.91 0.43 -0.42
N 3.65 1.53 -1.45
N 2.46 0.10 -2.62
H 4.27 1.57 -2.24
H 3.60 2.23 -0.72
H 1.59 -0.41 -2.62
H 3.04 0.14 -3.44
O 1.73 -0.74 2.18
H 2.49 -1.20 1.81
H 2.08 -0.24 2.91
*
```

***

Entry 2:
The following is a quantum chemistry calculation of an isolated molecule of C16H17NO5, from the OMol25 dataset.

Properties
HOMO-LUMO gap in eV: 8.57
Relative energy (zero: lowest compared OMol25 entry of this formula, charge and spin) in kJ/mol: 273.4
HOMO level in eV: -8.436
SMILES: COc1ccc2oc(C(=O)OCC(=O)NC3CC3)c(C)c2c1
E_LUMO in eV: 0.13

ORCA input file:
```
! RIJCOSX wB97M-V def2-TZVPD def2/J DEFGRID3
* xyz 0 1
C -2.76 0.50 5.30
H -3.31 -0.39 4.98
O -1.52 0.61 4.65
C -1.48 0.73 3.30
C -0.21 0.84 2.74
C -0.11 0.97 1.36
C -1.26 0.98 0.56
C -2.53 0.87 1.11
C -2.62 0.75 2.48
H -3.60 0.65 2.92
H -3.41 0.87 0.48
O -0.94 1.11 -0.74
C 0.43 1.17 -0.80
C 0.99 1.10 0.45
C 2.43 1.14 0.83
H 2.68 0.28 1.45
H 2.63 2.04 1.41
H 3.05 1.16 -0.06
C 1.13 1.28 -2.08
O 2.28 1.67 -2.15
O 0.52 0.94 -3.23
C -0.74 0.30 -3.31
H -1.55 0.99 -3.02
C -0.92 -0.98 -2.50
O -2.00 -1.27 -2.02
N 0.13 -1.81 -2.37
C 1.45 -1.70 -2.91
C 2.62 -1.58 -1.98
C 2.39 -2.85 -2.73
H 3.05 -3.10 -3.55
H 2.03 -3.71 -2.18
H 3.44 -0.93 -2.27
H 2.42 -1.57 -0.92
H 1.48 -1.16 -3.85
H -0.05 -2.62 -1.80
H -0.86 0.06 -4.37
H 0.65 0.83 3.38
H -2.54 0.43 6.36
H -3.39 1.39 5.12
*
```

***

Entry 3:
The following is a quantum chemistry calculation of C34H26N4NiO10S as an isolated structure, from the OMol25 dataset.

Properties
HOMO-LUMO gap (spin up / spin down) in eV: 6.40 / 6.38
HOMO level (spin up / spin down) in eV: -8.095 / -8.054
E_LUMO (spin up / spin down) in eV: -1.69 / -1.68
⟨S²⟩: 2.0049

ORCA input file:
```
! RIJCOSX wB97M-V def2-TZVPD def2/J DEFGRID3
* xyz 0 3
Ni 0.06 -0.28 -0.03
O -0.73 -0.26 3.91
C -0.63 -0.73 2.79
O 0.20 -0.26 1.91
C -1.47 -1.91 2.39
C -2.04 -2.65 3.41
C -2.78 -3.79 3.15
C -2.99 -4.23 1.85
C -2.45 -3.48 0.85
C -1.69 -2.30 1.04
O -1.30 -1.67 -0.02
N -2.64 -3.90 -0.55
O -1.73 -4.51 -1.08
O -3.62 -3.49 -1.12
N -3.35 -4.55 4.26
O -3.19 -4.14 5.38
O -4.01 -5.54 3.98
H -1.88 -2.33 4.43
H -3.56 -5.13 1.66
O 2.99 -3.63 -6.61
C 3.00 -3.71 -5.27
O 3.70 -4.51 -4.72
C 2.12 -2.75 -4.51
C 1.49 -1.65 -5.08
C 0.76 -0.77 -4.30
C 0.65 -0.99 -2.94
C 1.25 -2.10 -2.36
C 1.98 -2.97 -3.15
N -0.05 -0.12 -2.05
C -0.87 0.76 -2.45
C -1.52 1.63 -1.43
C -2.36 2.67 -1.78
C -2.92 3.43 -0.76
C -2.63 3.12 0.56
C -1.77 2.05 0.82
N -1.23 1.34 -0.16
H 2.34 -3.00 -6.92
H 1.59 -1.42 -6.14
H 0.32 0.10 -4.77
H 1.15 -2.29 -1.30
H 2.47 -3.83 -2.71
H -1.14 0.90 -3.49
H -2.57 2.87 -2.82
H -3.58 4.26 -0.99
H -3.05 3.68 1.38
H -1.50 1.76 1.83
O 1.98 0.48 -0.10
S 2.81 0.40 1.18
C 2.51 1.93 2.11
C 2.67 3.18 1.31
C 1.81 3.49 0.25
C 1.99 4.65 -0.48
C 3.02 5.53 -0.17
C 3.88 5.23 0.88
C 3.70 4.07 1.61
C 4.51 0.75 0.58
C 4.68 0.23 -0.82
C 4.42 1.05 -1.90
C 4.54 0.56 -3.20
C 4.92 -0.75 -3.41
C 5.18 -1.58 -2.33
C 5.06 -1.09 -1.04
H 3.23 1.88 2.93
H 1.51 1.78 2.52
H 1.01 2.80 0.00
H 1.32 4.87 -1.30
H 3.16 6.43 -0.74
H 4.68 5.91 1.14
H 4.37 3.84 2.44
H 5.18 0.25 1.28
H 4.68 1.83 0.63
H 4.11 2.08 -1.73
H 4.33 1.21 -4.04
H 5.02 -1.13 -4.42
H 5.47 -2.61 -2.49
H 5.26 -1.74 -0.19
*
```

***

Entry 4:
The following is a quantum chemistry calculation of C13H14MnN2O9 as an isolated structure, from the OMol25 dataset.

Properties
HOMO-LUMO gap (spin up / spin down) in eV: 6.71 / 7.20
Relative energy (zero: lowest compared OMol25 entry of this formula, charge and spin) in kJ/mol: 18.7
HOMO level (spin up / spin down) in eV: -8.139 / -8.687
E_LUMO (spin up / spin down) in eV: -1.42 / -1.48
⟨S²⟩: 8.7539

ORCA input file:
```
! RIJCOSX wB97M-V def2-TZVPD def2/J DEFGRID3
* xyz 0 6
Mn 0.07 -0.23 -0.20
O -2.29 -1.23 -0.08
C -2.10 -2.64 -0.04
C -1.05 -3.03 0.98
N 0.22 -2.33 0.75
C 1.16 -3.06 -0.09
C 2.15 -2.14 -0.84
O 3.13 -2.66 -1.33
O 1.82 -0.89 -0.90
C 0.80 -1.87 2.02
C -0.05 -0.73 2.62
O -0.12 -0.61 3.83
O -0.66 0.01 1.74
H -2.20 -0.87 0.82
H -1.80 -2.94 -1.04
H -3.04 -3.15 0.20
H -0.91 -4.11 1.00
H -1.42 -2.75 1.97
H 0.60 -3.59 -0.86
H 1.72 -3.81 0.47
H 1.80 -1.48 1.84
H 0.88 -2.67 2.76
O -2.68 -0.51 -3.80
C -1.78 -0.26 -2.85
O -0.93 -1.03 -2.49
C -1.90 1.13 -2.29
C -2.78 2.08 -2.80
C -2.75 3.35 -2.25
C -1.85 3.63 -1.23
C -1.03 2.61 -0.78
N -1.06 1.39 -1.30
C 0.05 2.78 0.27
O 0.03 3.88 1.03
O 0.93 1.97 0.38
H -2.52 -1.41 -4.13
H -3.45 1.83 -3.61
H -3.40 4.12 -2.63
H -1.80 4.63 -0.83
H -0.81 4.35 0.96
*
```

***

Entry 5:
The following is a quantum chemistry calculation of C6H14AuO3 as an isolated structure, from the OMol25 dataset.

Properties
HOMO-LUMO gap (spin up / spin down) in eV: 7.79 / 7.18
Relative energy (zero: lowest compared OMol25 entry of this formula, charge and spin) in kJ/mol: 83.8
HOMO level (spin up / spin down) in eV: -15.975 / -19.549
E_LUMO (spin up / spin down) in eV: -8.19 / -12.37
⟨S²⟩: 3.7638

ORCA input file:
```
! RIJCOSX wB97M-V def2-TZVPD def2/J DEFGRID3
* xyz 2 4
C -0.11 -2.91 1.47
O 0.05 -3.04 0.10
C -0.53 -1.48 1.85
O 0.38 -0.61 1.15
C 0.04 0.75 1.03
C 1.04 1.35 0.07
O 1.01 0.51 -1.10
C 1.43 1.16 -2.30
Au 0.73 -1.37 -0.62
H 0.82 -3.15 2.02
H -0.89 -3.58 1.86
H -0.45 -1.29 2.93
H -1.55 -1.27 1.50
H 0.01 1.26 2.00
H -1.09 0.92 0.40
H 2.06 1.41 0.45
H 0.70 2.36 -0.19
H 1.36 0.43 -3.11
H 0.76 2.00 -2.50
H 2.46 1.50 -2.18
C -2.01 1.24 -1.09
H -1.64 0.53 -1.84
H -3.01 1.08 -0.68
H -1.58 2.23 -1.22
*
```

***

Entry 6:
The following is a quantum chemistry calculation of a 2-piece molecular cluster, C4H6O2 overall, from the OMol25 dataset.

Properties
HOMO-LUMO gap (spin up / spin down) in eV: 7.97 / 7.98
Relative energy (zero: lowest compared OMol25 entry of this formula, charge and spin) in kJ/mol: 443.3
HOMO level (spin up / spin down) in eV: -8.633 / -8.635
E_LUMO (spin up / spin down) in eV: -0.66 / -0.66

ORCA input file:
```
! RIJCOSX wB97M-V def2-TZVPD def2/J DEFGRID3
* xyz 0 1
C 1.45 -0.28 0.14
C 0.04 -0.06 0.53
C -0.81 1.10 0.22
O -1.86 0.27 -0.12
C -0.89 -1.07 -1.19
O -1.63 -1.82 -1.65
H 2.05 0.17 0.95
H 1.71 -1.34 0.07
H 1.71 0.23 -0.80
H -0.35 -0.66 1.35
H -0.41 1.72 -0.60
H -1.00 1.75 1.09
*
```

***

Repeat the first record exactly.
The following is a quantum chemistry calculation of C6H24MgN8O7 as an isolated structure, from the OMol25 dataset.

Properties
HOMO-LUMO gap (spin up / spin down) in eV: 2.26 / 6.33
HOMO level (spin up / spin down) in eV: 0.112 / -3.852
E_LUMO (spin up / spin down) in eV: 2.37 / 2.48
⟨S²⟩: 0.7503

ORCA input file:
```
! RIJCOSX wB97M-V def2-TZVPD def2/J DEFGRID3
* xyz -1 2
Mg 0.16 0.06 0.66
C -1.11 0.90 -2.06
O -0.99 0.98 -0.66
H -2.18 0.80 -2.24
H -0.60 1.75 -2.51
H -0.51 0.11 -2.50
C -1.78 0.06 3.19
O -1.07 -0.55 2.13
H -2.84 0.17 2.94
H -1.68 -0.63 4.02
H -1.46 1.08 3.43
C 0.54 -2.71 -1.02
O 0.35 -1.77 -0.28
N 1.25 -3.71 -0.70
N 0.31 -2.71 -2.28
H 1.30 -4.41 -1.43
H 1.79 -3.86 0.14
H 0.48 -3.52 -2.86
H -0.01 -1.85 -2.70
C -4.24 -1.91 -0.10
O -5.03 -2.82 0.06
N -4.57 -0.81 -0.76
N -2.92 -2.01 0.10
H -5.52 -0.86 -1.12
H -3.89 -0.08 -0.92
H -2.71 -2.68 0.83
H -2.32 -1.20 0.03
C 1.03 3.03 1.74
O 0.58 1.85 1.70
N 0.32 4.11 1.74
N 2.28 3.30 2.03
H 0.78 4.97 1.47
H -0.68 4.03 1.71
H 2.94 2.57 2.27
H 2.58 4.26 2.00
C 2.60 0.68 -1.42
O 1.91 0.43 -0.42
N 3.65 1.53 -1.45
N 2.46 0.10 -2.62
H 4.27 1.57 -2.24
H 3.60 2.23 -0.72
H 1.59 -0.41 -2.62
H 3.04 0.14 -3.44
O 1.73 -0.74 2.18
H 2.49 -1.20 1.81
H 2.08 -0.24 2.91
*
```